1.
{
  "formula": "C4H6N2O",
  "method": "ωB97M-V with the def2-TZVPD basis set",
  "elements": ["C", "C", "C", "C", "H", "H", "H", "H", "H", "H", "N", "N", "O"],
  "xyz": [[1.42181, -0.84356, -0.07483], [-0.09415, -0.31106, -0.24598], [-1.69927, 1.01348, -0.03180], [-2.12128, -0.25797, -0.01934], [2.02757, 0.90363, 0.93900], [1.88958, 1.28264, -0.81095], [1.57157, -1.62990, -0.66686], [1.59259, -1.51512, 0.82112], [-2.14267, 1.92540, 0.27894], [-3.15755, -0.79920, 0.24721], [2.16443, 0.53195, -0.02378], [-0.32812, 0.88834, -0.27607], [-1.12453, -1.18863, -0.13665]],
  "atomic_forces_ev_per_a": [[-2.8, 5.4, 3.0], [5.0, -5.6, 0.5], [0.6, -1.7, -0.4], [-5.5, -2.4, 1.7], [-0.1, -0.2, -1.5], [0.4, -2.8, 2.8], [1.6, -2.0, -4.2], [-0.5, 1.8, 0.3], [-0.5, 0.5, -0.3], [2.5, 1.7, -0.9], [0.6, -1.1, -1.2], [-1.3, 4.2, 0.5], [0.0, 2.2, -0.1]],
  "homo_lumo_gap_ev": 9.84,
  "charge": 0,
  "spin_multiplicity": 1,
  "relative_energy_kj_mol": 342.8,
  "homo_energy_ev": -8.91
}

=====

2.
{
  "formula": "C11H11N",
  "method": "ωB97M-V with the def2-TZVPD basis set",
  "elements": ["C", "C", "C", "C", "C", "C", "C", "C", "C", "C", "C", "H", "H", "H", "H", "H", "H", "H", "H", "H", "H", "H", "N"],
  "xyz": [[-0.89448, -2.17349, -0.33953], [-1.02959, -3.50525, -0.01393], [-0.34637, -4.11898, 1.00873], [0.31275, -3.21953, 1.96081], [0.63978, -1.87743, 1.62794], [0.12282, -1.32742, 0.35597], [0.85908, 1.83784, -1.66637], [0.21270, 3.01842, -2.18836], [-0.33853, 3.90642, -1.18290], [-0.31273, 3.71075, 0.10081], [0.61418, 2.65072, 0.48890], [-1.27100, -1.84818, -1.26152], [-1.74579, -3.94869, -0.57441], [-0.37615, -5.18671, 1.11410], [0.57931, -3.65052, 2.96874], [1.06650, -1.19515, 2.35278], [0.42784, -0.24992, 0.19584], [1.36607, 1.11013, -2.32924], [0.05979, 3.00655, -3.22759], [-0.80154, 4.79295, -1.46786], [-0.84310, 4.28835, 0.89352], [0.58016, 2.24011, 1.49984], [1.11829, 1.73904, -0.31626]],
  "atomic_forces_ev_per_a": [[4.4, 2.5, 2.0], [1.4, 1.4, 1.1], [0.7, 2.5, 1.8], [0.3, -1.1, -0.6], [-2.5, -0.7, -2.2], [-1.2, -1.9, 1.9], [0.3, 2.9, 0.2], [0.8, -2.6, 3.9], [0.1, -0.1, -5.1], [2.6, -2.4, 4.7], [-2.8, -0.9, 0.5], [-0.9, 0.7, -0.9], [-1.8, -2.2, -1.7], [-0.2, -0.2, 0.5], [0.0, 0.6, -1.3], [0.3, -0.2, -0.1], [-0.8, -1.6, -0.5], [-0.7, 0.3, 0.5], [-0.3, 0.8, -1.1], [-1.1, 1.3, -1.2], [0.6, -0.3, -1.0], [0.6, 0.9, 0.3], [-0.1, 0.2, -1.8]],
  "homo_lumo_gap_ev": 9.36,
  "charge": 0,
  "spin_multiplicity": 1,
  "relative_energy_kj_mol": 304.0,
  "homo_energy_ev": -8.63
}

=====

3.
{
  "formula": "C26H59NO5Si",
  "method": "ωB97M-V with the def2-TZVPD basis set",
  "elements": ["C", "C", "O", "C", "C", "O", "C", "C", "O", "C", "Si", "O", "N", "C", "O", "H", "H", "H", "H", "H", "H", "H", "H", "H", "H", "H", "H", "H", "H", "H", "H", "H", "C", "C", "C", "C", "C", "C", "H", "H", "H", "H", "H", "H", "H", "H", "H", "H", "H", "H", "H", "H", "C", "C", "C", "C", "C", "C", "H", "H", "H", "H", "H", "H", "H", "H", "H", "H", "H", "H", "H", "H", "C", "C", "C", "C", "C", "C", "H", "H", "H", "H", "H", "H", "H", "H", "H", "H", "H", "H", "H", "H"],
  "xyz": [[0.74520, 1.00609, 1.70148], [0.36902, 0.88047, 0.07998], [0.20471, 2.19671, -0.56997], [-1.19781, 2.64874, -0.55091], [-1.46635, 3.66006, 0.72746], [-2.64979, 3.30739, 1.53401], [-3.86643, 3.98130, 1.05220], [-5.00928, 2.78099, 0.86999], [-5.61184, 2.59441, 2.19868], [-7.07534, 2.41353, 2.12654], [-7.61392, 0.82585, 1.12689], [-7.32624, -0.66843, 2.00566], [-9.39831, 0.94873, 0.72965], [-9.53391, 1.20759, -0.63427], [-9.34245, 1.74775, -1.86459], [1.21644, -0.04349, 2.00810], [1.60139, 1.80116, 1.86630], [-0.20474, 1.21705, 2.36033], [-0.54049, 0.14671, -0.08820], [1.32106, 0.37833, -0.42365], [-1.34760, 3.31192, -1.52834], [-1.98982, 1.77711, -0.63373], [-0.52920, 3.54097, 1.45584], [-1.46575, 4.79676, 0.37722], [-3.72343, 4.62244, 0.08380], [-4.26791, 4.67413, 1.93752], [-5.73941, 3.16490, 0.03991], [-4.42331, 1.80387, 0.60363], [-7.56013, 2.35564, 3.19620], [-7.48851, 3.34597, 1.50620], [-6.93079, 0.87053, -0.19181], [-7.12036, -1.36755, 1.30043], [-2.75149, -1.24521, 1.84560], [-4.00858, -2.04078, 2.16459], [-3.99079, -2.66515, 3.56180], [-2.87922, -3.69172, 3.80903], [-2.85820, -4.88188, 2.84903], [-4.11441, -5.73673, 2.92168], [-1.86045, -1.87794, 1.84441], [-2.83734, -0.78966, 0.85225], [-2.60598, -0.43895, 2.57236], [-4.15769, -2.81169, 1.40140], [-4.87171, -1.36891, 2.09570], [-4.96551, -3.13179, 3.74889], [-3.89421, -1.86535, 4.30619], [-2.97904, -4.06644, 4.83660], [-1.90524, -3.19033, 3.76926], [-1.99522, -5.51168, 3.09495], [-2.70538, -4.54138, 1.82009], [-4.26528, -6.12348, 3.93504], [-4.02714, -6.59258, 2.24352], [-5.00532, -5.17347, 2.62929], [1.57987, 0.39644, -3.86531], [1.89903, -0.85572, -4.66855], [1.79387, -2.14352, -3.84825], [2.76606, -2.25227, -2.66776], [4.24860, -2.13619, -3.02429], [4.73391, -3.24144, -3.95004], [2.28696, 0.54336, -3.04510], [1.63157, 1.28043, -4.51147], [0.56827, 0.34467, -3.44890], [2.89628, -0.76273, -5.11111], [1.19552, -0.91961, -5.50649], [1.93905, -2.99866, -4.51943], [0.77101, -2.23583, -3.46307], [2.59546, -3.21579, -2.16896], [2.52207, -1.48542, -1.92342], [4.83325, -2.17789, -2.09784], [4.45890, -1.16135, -3.47537], [4.57132, -4.22665, -3.50042], [5.80712, -3.12994, -4.13920], [4.22365, -3.21317, -4.91715], [8.89055, 2.03799, -0.13202], [7.82576, 1.78762, -1.18960], [6.60722, 2.70298, -1.04942], [5.81762, 2.55115, 0.25596], [5.28599, 1.14633, 0.54303], [4.29294, 0.65348, -0.49864], [8.51778, 1.83465, 0.87495], [9.75330, 1.38443, -0.30566], [9.24226, 3.07442, -0.17123], [7.52143, 0.73615, -1.16124], [8.27159, 1.95215, -2.17718], [5.93900, 2.52884, -1.90147], [6.93572, 3.74598, -1.13516], [4.97241, 3.25204, 0.23053], [6.44230, 2.86993, 1.09844], [4.78823, 1.15587, 1.51977], [6.11257, 0.43386, 0.62763], [3.43517, 1.33038, -0.57117], [3.91790, -0.33785, -0.22187], [4.75207, 0.56832, -1.48779]],
  "atomic_forces_ev_per_a": [[0.2, -0.8, -0.6], [1.4, -0.6, 0.8], [-2.2, -1.6, 0.7], [-0.5, 1.4, -0.8], [1.4, -0.3, 0.6], [0.3, 1.9, -2.2], [-1.3, -0.7, 1.1], [1.6, 1.3, 0.1], [-1.4, -0.2, -1.5], [-0.6, 0.7, -0.2], [0.1, -0.9, 1.0], [0.0, 1.0, -3.0], [-0.7, 1.3, -8.7], [3.8, 3.4, -0.2], [-2.2, -4.7, 9.4], [-1.2, 2.2, -0.5], [-1.9, -1.5, -0.4], [2.0, -0.3, -1.3], [1.6, 1.7, 0.3], [-2.1, 1.2, 0.9], [0.5, -1.5, 1.9], [1.7, 1.6, 0.5], [-2.1, 0.2, -1.6], [-0.3, -2.4, 0.7], [-0.1, -1.4, 1.7], [0.8, -1.4, -2.0], [1.0, -1.1, 1.6], [-1.3, 1.8, 0.1], [1.3, 0.5, -2.0], [0.4, -1.9, 1.5], [0.1, -0.3, 0.2], [-0.4, 1.3, 1.6], [0.0, 0.1, -0.2], [-0.1, 0.1, 0.1], [-0.2, -0.1, 0.0], [0.1, 0.1, 0.0], [0.1, 0.0, 0.1], [0.0, -0.2, -0.2], [0.0, 0.1, 0.0], [0.1, 0.0, 0.1], [0.0, -0.1, -0.1], [0.0, 0.0, 0.0], [0.1, -0.1, 0.1], [0.1, 0.0, 0.0], [0.0, 0.0, -0.1], [0.0, 0.0, -0.1], [-0.1, 0.0, 0.0], [0.0, 0.1, -0.1], [0.0, 0.0, 0.0], [0.0, 0.1, -0.1], [-0.1, 0.1, 0.1], [0.0, -0.1, 0.1], [0.0, 0.2, -0.1], [-0.1, -0.1, 0.0], [0.1, -0.1, -0.1], [-0.1, 0.1, 0.1], [-0.1, -0.1, 0.1], [0.2, 0.0, -0.1], [-0.1, 0.0, 0.0], [0.0, -0.1, 0.2], [0.1, 0.0, 0.0], [0.0, -0.1, 0.0], [0.1, 0.0, 0.0], [0.0, 0.1, 0.1], [0.1, 0.0, 0.0], [0.0, 0.1, -0.1], [0.0, 0.0, -0.1], [-0.1, 0.1, -0.1], [0.0, 0.0, 0.0], [0.0, 0.1, -0.1], [-0.1, -0.1, 0.0], [0.0, 0.0, 0.1], [0.2, -0.2, 0.0], [0.0, 0.1, 0.0], [-0.1, -0.1, -0.1], [0.1, 0.1, 0.1], [-0.1, 0.1, 0.1], [-0.1, -0.2, 0.0], [0.0, 0.1, 0.0], [-0.1, 0.1, 0.1], [-0.1, -0.1, 0.1], [0.0, 0.1, 0.0], [-0.1, -0.1, 0.1], [0.0, 0.0, 0.1], [0.0, -0.1, 0.0], [0.1, -0.1, 0.0], [0.0, 0.0, -0.1], [0.1, 0.0, 0.0], [0.0, 0.0, 0.0], [0.1, 0.0, 0.0], [0.0, 0.1, -0.1], [-0.1, 0.0, 0.1]],
  "homo_lumo_gap_ev": 8.80,
  "charge": 0,
  "spin_multiplicity": 1,
  "homo_energy_ev": -9.42
}

=====

4.
{
  "formula": "C4H4O2S",
  "method": "ωB97M-V with the def2-TZVPD basis set",
  "elements": ["C", "C", "C", "C", "H", "H", "H", "H", "O", "O", "S"],
  "xyz": [[1.16311, -0.96638, -0.40054], [-0.27048, -0.43553, -0.33433], [-1.20942, -0.39709, 0.73696], [-1.92917, 0.91076, 0.79360], [1.43019, -2.18976, -0.21771], [-0.55419, 0.54662, -0.95265], [-1.16217, -1.25953, 1.72091], [-2.70495, 1.09921, 0.00243], [-1.57503, -1.13321, -0.58748], [-1.48285, 2.09509, 1.59165], [2.55812, -0.03513, -0.83503]],
  "atomic_forces_ev_per_a": [[3.0, -1.4, -0.8], [-0.6, 2.4, -3.4], [-1.8, -3.8, 2.4], [2.6, 7.9, 4.5], [-1.3, 3.6, -0.3], [2.3, -1.8, 1.0], [-0.1, 3.2, -3.1], [0.6, -0.2, 0.9], [2.2, 0.7, 2.9], [-3.1, -8.5, -5.2], [-3.8, -2.0, 1.1]],
  "homo_lumo_gap_ev": 7.98,
  "charge": 0,
  "spin_multiplicity": 1,
  "relative_energy_kj_mol": 695.6,
  "homo_energy_ev": -9.56
}

=====

5.
{
  "formula": "C7H17NO",
  "method": "ωB97M-V with the def2-TZVPD basis set",
  "elements": ["C", "C", "N", "O", "H", "H", "H", "H", "H", "H", "H", "C", "C", "C", "C", "C", "H", "H", "H", "H", "H", "H", "H", "H", "H", "H"],
  "xyz": [[-1.79596, -0.07877, 0.06588], [-2.59717, -0.98740, 0.99570], [-2.45214, 0.03078, -1.20559], [-1.61217, 1.21775, 0.63421], [-0.95499, 1.16110, 1.33194], [-0.81669, -0.52990, -0.11264], [-3.36490, 0.45731, -1.08225], [-1.91941, 0.63860, -1.81760], [-2.05698, -1.14408, 1.92631], [-2.76223, -1.94319, 0.50817], [-3.55960, -0.53317, 1.22163], [1.55562, -0.22095, -1.05792], [1.88729, 2.05327, -0.02223], [1.44614, -1.73033, -0.87784], [1.59991, 0.59939, 0.21140], [1.40234, 0.11769, 1.43063], [0.71985, 0.13488, -1.66674], [2.46564, -0.00295, -1.62557], [2.85958, 2.16819, -0.48662], [1.13897, 2.48379, -0.68909], [1.88131, 2.60915, 0.91349], [0.55537, -2.01482, -0.31786], [2.31253, -2.10753, -0.34786], [1.40175, -2.20877, -1.85035], [1.45884, 0.75338, 2.29836], [1.20710, -0.92341, 1.62245]],
  "atomic_forces_ev_per_a": [[-0.1, -0.4, 0.1], [0.2, 0.3, -0.3], [-0.1, 0.1, 0.0], [-0.2, 0.1, -0.1], [0.2, -0.1, 0.1], [-0.1, 0.1, 0.0], [0.0, 0.0, 0.0], [0.0, 0.0, 0.0], [0.0, 0.0, 0.1], [0.0, -0.1, 0.0], [-0.1, 0.1, 0.0], [0.0, -0.2, 0.4], [-0.2, -0.1, 0.3], [-0.1, 0.3, 0.0], [0.1, 0.1, -0.3], [0.1, -0.2, 0.0], [0.0, 0.1, -0.1], [-0.1, 0.1, -0.1], [0.2, 0.1, -0.2], [0.0, 0.0, 0.0], [0.0, 0.1, 0.0], [0.0, 0.0, 0.0], [0.2, -0.2, 0.1], [0.0, -0.2, -0.1], [0.0, 0.2, 0.2], [0.0, -0.3, 0.0]],
  "homo_lumo_gap_ev": 10.50,
  "charge": 0,
  "spin_multiplicity": 1,
  "relative_energy_kj_mol": 110.7,
  "homo_energy_ev": -9.57
}

=====

6.
{
  "formula": "C11H21NO2",
  "method": "ωB97M-V with the def2-TZVPD basis set",
  "elements": ["C", "H", "H", "H", "C", "N", "C", "H", "H", "H", "C", "C", "C", "O", "O", "C", "C", "H", "H", "H", "C", "H", "H", "H", "C", "H", "H", "H", "H", "C", "H", "H", "H", "H", "H"],
  "xyz": [[-3.70088, -1.15454, 0.40612], [-3.84802, -1.92477, 1.15899], [-3.47263, -1.63495, -0.54187], [-4.62977, -0.59908, 0.30146], [-2.55917, -0.22336, 0.83446], [-2.18991, 0.79780, -0.13009], [-3.24348, 1.61774, -0.66657], [-2.79370, 2.45697, -1.19859], [-3.84121, 2.00953, 0.15495], [-3.90599, 1.08430, -1.36663], [-1.33208, 0.18883, -1.13190], [-0.69627, -1.03935, -0.45162], [0.82030, -1.02772, -0.50392], [1.46532, -1.90821, -1.01683], [1.30999, 0.05705, 0.07816], [2.73686, 0.30145, 0.15899], [3.41536, -0.80839, 0.96094], [4.46656, -0.57048, 1.09728], [3.33303, -1.75685, 0.43744], [2.94570, -0.90422, 1.93775], [3.33334, 0.41026, -1.24367], [4.38319, 0.68089, -1.17428], [3.24746, -0.53896, -1.76526], [2.80937, 1.17410, -1.81456], [2.84125, 1.63826, 0.89343], [3.88326, 1.92447, 1.00085], [2.31507, 2.40974, 0.33772], [2.39094, 1.55819, 1.87921], [-1.01655, -1.96067, -0.94341], [-1.23699, -0.97745, 0.98627], [-1.35883, -1.96585, 1.42441], [-0.55706, -0.38976, 1.60182], [-1.89181, -0.11815, -2.03030], [-0.57796, 0.91949, -1.44000], [-2.84469, 0.27372, 1.76924]],
  "atomic_forces_ev_per_a": [[0.2, 0.3, 0.1], [-0.1, -0.1, 0.1], [0.0, -0.1, -0.2], [-0.1, 0.0, -0.1], [-0.1, -0.2, 0.2], [0.1, -0.1, 0.0], [0.1, 0.0, 0.0], [-0.1, 0.1, 0.0], [-0.1, 0.1, 0.0], [0.0, 0.0, 0.0], [0.1, 0.2, -0.2], [0.1, 0.0, 0.0], [-0.6, -0.5, -0.3], [0.2, 0.0, 0.0], [0.0, 0.4, 0.2], [0.7, 0.1, 0.0], [-0.3, 0.0, -0.2], [0.1, 0.1, 0.0], [0.1, 0.0, 0.0], [0.0, 0.0, 0.1], [-0.3, -0.1, 0.1], [0.1, 0.1, 0.0], [0.1, 0.0, 0.0], [0.0, 0.1, -0.1], [-0.2, -0.4, -0.2], [0.1, 0.0, 0.0], [0.0, 0.1, -0.1], [0.0, 0.0, 0.1], [0.1, 0.1, 0.0], [-0.1, 0.1, 0.1], [0.0, 0.0, 0.0], [0.0, 0.0, 0.0], [0.0, 0.0, 0.1], [0.0, -0.1, -0.1], [0.0, -0.1, 0.0]],
  "homo_lumo_gap_ev": 9.20,
  "charge": 0,
  "spin_multiplicity": 1,
  "relative_energy_kj_mol": 7.0,
  "homo_energy_ev": -8.34
}

=====

7.
{
  "formula": "C3H3O3",
  "method": "ωB97M-V with the def2-TZVPD basis set",
  "elements": ["C", "C", "C", "O", "O", "O", "H", "H", "H"],
  "xyz": [[0.61780, -0.22495, 1.48990], [-0.58963, -0.64279, 0.72127], [-0.29652, 0.76153, -1.18099], [0.92402, -0.56510, 2.57712], [0.16881, 0.93943, -2.31070], [-0.71021, -0.16895, -0.46592], [-1.48108, -0.93723, 1.12949], [1.11952, 0.67062, 1.03479], [0.24730, 0.16746, -2.99496]],
  "atomic_forces_ev_per_a": [[-0.1, 1.4, -0.6], [2.3, 0.1, 1.3], [0.5, 3.0, 1.3], [-0.1, -0.9, 0.7], [-0.1, -2.3, -2.0], [-0.4, -0.9, -2.6], [-2.0, -1.1, 1.1], [0.0, -0.3, -0.5], [0.0, 1.0, 1.2]],
  "homo_lumo_gap_ev": [7.61, 8.50],
  "charge": 1,
  "spin_multiplicity": 1,
  "relative_energy_kj_mol": 455.5,
  "homo_energy_ev": [-15.07, -15.37]
}

=====

Number 3 is which compound? C26H59NO5Si